*i*
Below is a 2-piece molecular cluster, C5H10 overall, with properties calculated with ωB97M-V with the def2-TZVPD basis set.

The HOMO energy comes out at -9.01 eV. Its SMILES is C=CC.C=C. For the frontier orbital gap, the calculation gives 10.09 eV.

Cartesian coordinates (Å):
H1 -3.24 2.30 0.44
H2 -1.50 2.43 0.08
H3 -2.31 0.58 2.03
H4 1.61 -2.53 -1.29
C1 -2.24 2.45 0.86
H5 -2.21 3.43 1.35
C2 1.75 -2.98 -2.29
C3 -0.60 1.67 2.59
H6 0.82 -2.90 -2.85
H7 3.76 -3.13 -2.02
C4 2.97 -3.19 -2.76
H8 -0.43 1.35 3.60
C5 -1.80 1.54 1.99
H9 3.24 -3.25 -3.80
H10 0.18 2.23 2.08

natural (NBO) population analysis, charges in e, atoms 1 to 2: H 0.22; H 0.22

=====

*ii*
Below is one molecule with the formula C5H10, with properties calculated with ωB97M-V with the def2-TZVPD basis set.

The HOMO energy comes out at -11.05 eV. Its SMILES is C1CCCC1. For the frontier orbital gap, the calculation gives 12.31 eV.

Cartesian coordinates (Å):
H1 1.06 -1.68 0.95
H2 2.15 0.34 0.30
C1 0.21 1.26 -0.14
H3 1.58 0.07 -1.34
H4 -0.92 -0.54 1.62
C2 1.25 0.14 -0.30
H5 0.30 1.72 0.85
H6 -1.97 1.12 0.16
H7 0.50 -1.87 -0.70
H8 0.33 2.06 -0.88
H9 -1.63 -1.53 0.34
C3 0.54 -1.17 0.13
C4 -0.89 -0.75 0.54
C5 -1.14 0.54 -0.24
H10 -1.36 0.30 -1.29

natural (NBO) population analysis, charges in e, atoms 1 to 2: H 0.21; H 0.21

=====

*iii*
Below is a 2-piece molecular cluster, C5H10 overall, with properties calculated with ωB97M-V with the def2-TZVPD basis set.

The HOMO energy comes out at -9.70 eV. Its SMILES is C=CC.C=C. For the frontier orbital gap, the calculation gives 10.92 eV.

Cartesian coordinates (Å):
H1 2.57 1.60 -2.75
C1 -2.28 -0.90 1.41
C2 1.62 1.93 -2.35
H2 -2.64 -1.87 1.09
H3 -2.99 -0.17 1.75
H4 1.82 0.83 -0.58
H5 -0.67 0.42 1.59
C3 1.21 1.51 -1.17
C4 0.08 -1.55 0.92
H6 -0.38 -2.37 0.35
H7 0.81 -1.06 0.28
H8 0.27 1.77 -0.70
C5 -0.99 -0.61 1.41
H9 1.00 2.55 -2.99
H10 0.57 -2.07 1.74

natural (NBO) population analysis, charges in e, atoms 1 to 2: H 0.19; C -0.40

=====

*iv*
Below is a 2-piece molecular cluster, C5H10 overall, with properties calculated with ωB97M-V with the def2-TZVPD basis set.

The HOMO energy comes out at -9.31 eV. Its SMILES is C=CC.C=C. For the frontier orbital gap, the calculation gives 10.33 eV.

Cartesian coordinates (Å):
H1 1.59 -0.06 -1.19
H2 -5.01 -0.61 -0.08
H3 2.98 -1.43 1.16
H4 4.42 -0.66 -0.39
C1 2.43 -0.35 -0.55
H5 3.87 0.65 -1.69
C2 -4.35 0.13 0.36
C3 -3.76 1.12 -0.28
H6 -3.77 1.33 -1.33
C4 3.67 -0.15 -0.99
H7 1.28 -1.38 1.05
C5 2.17 -0.76 0.87
H8 -4.49 0.28 1.42
H9 -3.03 1.78 0.19
H10 2.00 0.13 1.47

natural (NBO) population analysis, charges in e, atoms 1 to 2: H 0.19; H 0.20

=====

Consider the structures shown above. The most stable of them is *ii*.